(1)
{
  "formula": "C44H47BaN5O5P2S6Se",
  "method": "the ωB97M-V functional and the def2-TZVPD basis",
  "orbital_gap_ev": 5.7,
  "de_lowest_kcal_mol": 10.1,
  "energy_ev": -213712.7676,
  "lumo_ev": -0.84,
  "elements": ["Ba", "C", "C", "S", "C", "C", "S", "C", "C", "S", "C", "C", "S", "H", "H", "H", "H", "H", "H", "H", "H", "H", "H", "H", "H", "H", "H", "H", "H", "C", "P", "C", "C", "C", "C", "C", "C", "C", "P", "C", "C", "H", "H", "H", "H", "H", "H", "H", "H", "H", "H", "H", "H", "H", "H", "H", "H", "Se", "N", "C", "C", "C", "C", "C", "N", "C", "C", "N", "C", "C", "C", "C", "C", "N", "H", "H", "H", "H", "H", "H", "O", "C", "O", "C", "C", "C", "C", "S", "C", "C", "H", "H", "H", "H", "H", "O", "C", "N", "S", "O", "O", "C", "C", "C", "C", "C", "C", "H", "H", "H", "H"],
  "coordinates": [[-0.60409, 0.33660, 0.75478], [-2.67328, -1.81889, -3.37890], [-3.55973, -0.59602, -3.16338], [-2.61235, 0.76570, -2.46227], [-3.94979, 1.93315, -2.18127], [-5.08410, 1.45447, -1.26567], [-4.48755, 0.90701, 0.34241], [-5.35440, -0.66037, 0.54449], [-4.72180, -1.49293, 1.65803], [-3.07538, -2.15691, 1.36487], [-3.41640, -3.55591, 0.28122], [-3.53665, -3.28953, -1.21672], [-2.03417, -2.53584, -1.85647], [-1.78493, -1.53958, -3.94598], [-3.21918, -2.57568, -3.94556], [-4.39105, -0.84796, -2.50342], [-3.98130, -0.28898, -4.12435], [-4.38665, 2.24245, -3.13493], [-3.48301, 2.82297, -1.75277], [-5.64212, 0.64399, -1.73523], [-5.78731, 2.28026, -1.14051], [-5.32961, -1.20988, -0.39747], [-6.40318, -0.48883, 0.79749], [-5.38583, -2.32483, 1.90381], [-4.61854, -0.90205, 2.56967], [-4.33220, -4.03611, 0.63575], [-2.60947, -4.26913, 0.46610], [-4.39652, -2.64810, -1.40993], [-3.72600, -4.24281, -1.71799], [3.71149, -0.32770, -1.00800], [2.62727, 0.68916, 0.04569], [3.53345, 0.56288, 1.64527], [3.06173, 2.43040, -0.43835], [4.40423, 2.81340, -0.34886], [4.82146, 4.10195, -0.62317], [3.88283, 5.05021, -1.00152], [2.55508, 4.68517, -1.12033], [2.11585, 3.38420, -0.85449], [0.32899, 2.99105, -1.19533], [-0.50844, 4.58374, -0.83337], [0.36358, 3.06080, -3.02230], [4.73762, 0.04457, -1.01740], [3.30898, -0.36839, -2.01776], [3.71205, -1.34583, -0.61059], [4.58964, 0.82414, 1.56441], [3.46523, -0.47032, 1.99557], [3.07650, 1.20398, 2.40047], [5.14269, 2.07901, -0.05188], [5.86881, 4.36248, -0.53965], [4.18713, 6.06714, -1.21518], [1.84171, 5.43450, -1.44056], [-0.28877, 5.34266, -1.58721], [-0.22078, 4.95697, 0.14977], [-1.58511, 4.41619, -0.80993], [0.93014, 3.93336, -3.35308], [-0.66060, 3.13186, -3.39646], [0.78545, 2.13875, -3.41822], [3.60259, -6.28603, 4.69327], [2.91725, -4.70737, 5.23044], [2.41986, -4.13828, 4.17461], [1.77348, -2.82234, 4.19571], [1.66747, -2.09782, 5.37866], [1.06690, -0.85944, 5.33746], [0.59496, -0.40132, 4.11404], [0.67754, -1.08392, 2.97814], [1.26366, -2.28687, 3.01108], [1.36713, -3.03670, 1.72556], [0.85243, -2.45715, 0.62426], [0.98487, -3.11146, -0.52388], [1.60567, -4.35670, -0.64382], [2.11425, -4.95665, 0.47925], [1.99571, -4.27931, 1.69520], [2.53151, -4.85975, 2.92919], [3.12143, -6.01638, 2.97847], [2.05935, -2.51764, 6.29516], [0.95322, -0.24271, 6.21756], [0.14304, 0.58159, 4.05298], [0.61090, -2.61004, -1.40764], [1.67224, -4.81329, -1.62174], [2.60433, -5.92027, 0.44902], [5.08441, -0.69703, -7.82056], [4.22550, -1.66754, -7.40954], [4.26849, -2.74564, -7.93776], [3.35398, -1.34834, -6.24556], [2.36996, -2.27487, -5.89853], [1.52121, -2.04138, -4.83740], [1.60716, -0.87384, -4.05654], [0.51969, -0.59482, -2.72923], [2.61543, 0.04099, -4.40842], [3.46433, -0.19152, -5.47518], [4.91396, 0.11088, -7.32255], [2.28337, -3.18151, -6.48245], [0.76298, -2.77405, -4.58606], [2.73060, 0.94856, -3.82676], [4.22956, 0.55602, -5.66476], [-2.95465, -0.49259, 4.39519], [-2.62909, 0.59098, 3.96561], [-2.20760, 0.83252, 2.66467], [-1.71357, 2.37700, 2.50428], [-2.40800, 3.09484, 1.46454], [-0.24900, 2.37694, 2.29633], [-2.11490, 2.92141, 4.10954], [-1.99547, 4.19606, 4.63422], [-2.40335, 4.35361, 5.95115], [-2.90229, 3.27311, 6.68196], [-3.01017, 2.00916, 6.12065], [-2.60605, 1.84746, 4.80450], [-1.60795, 5.02247, 4.05517], [-2.33765, 5.32612, 6.42095], [-3.21326, 3.43327, 7.70603], [-3.39905, 1.16904, 6.68022]]
}

***

(2)
{
  "formula": "C44H47CeN12O4S3Sb",
  "method": "the ωB97M-V functional and the def2-TZVPD basis",
  "orbital_gap_ev": [6.9, 6.8],
  "de_lowest_kcal_mol": 0.0,
  "energy_ev": -124420.1001,
  "total_charge": 2,
  "lumo_ev": [-6.20, -6.34],
  "elements": ["Ce", "C", "C", "N", "N", "C", "N", "S", "C", "C", "C", "C", "C", "N", "H", "H", "H", "H", "H", "H", "H", "H", "H", "S", "N", "C", "C", "C", "C", "C", "N", "C", "C", "N", "C", "C", "C", "C", "C", "N", "H", "H", "H", "H", "H", "H", "N", "C", "C", "C", "C", "C", "C", "C", "C", "C", "C", "C", "C", "C", "H", "H", "H", "H", "H", "H", "H", "H", "H", "H", "C", "Sb", "C", "C", "H", "H", "H", "H", "H", "H", "H", "H", "H", "C", "C", "S", "O", "O", "C", "C", "N", "C", "N", "C", "C", "N", "O", "O", "C", "H", "H", "H", "H", "H", "H", "H", "H", "H", "H", "H", "H", "H"],
  "coordinates": [[-0.68756, 0.85928, -0.23949], [-1.45673, 4.46148, 3.05049], [-0.86341, 3.35289, 2.27457], [-1.07491, 3.17225, 1.00904], [-1.87080, 4.05827, 0.37028], [-1.71814, 4.09784, -0.90689], [-2.57620, 4.85926, -1.63980], [-0.56386, 3.10612, -1.82447], [0.05200, 2.32839, 2.91783], [0.42869, 2.40083, 4.24040], [1.15987, 1.36993, 4.80694], [1.45265, 0.26312, 4.03079], [1.10104, 0.30150, 2.69532], [0.43437, 1.30954, 2.11589], [-1.45285, 4.31716, 4.13206], [-2.49560, 4.58360, 2.74612], [-0.91630, 5.38980, 2.76572], [-3.07300, 5.50976, -1.09044], [-2.29342, 5.07984, -2.58785], [0.15480, 3.29962, 4.76510], [1.52846, 1.39388, 5.83915], [1.91348, -0.59627, 4.47617], [1.31081, -0.51877, 2.00823], [-6.58655, 0.73069, -5.80479], [-5.13177, 0.06761, -5.85237], [-4.49758, 0.44105, -4.73439], [-3.22674, -0.05745, -4.31595], [-2.42757, -0.88745, -5.11638], [-1.19886, -1.27234, -4.65635], [-0.78637, -0.71132, -3.45806], [-1.50848, 0.02098, -2.62747], [-2.72586, 0.39100, -3.08759], [-3.59374, 1.19585, -2.18949], [-3.19703, 1.38499, -0.92429], [-3.99781, 1.97625, -0.04864], [-5.22874, 2.49595, -0.42315], [-5.63130, 2.34202, -1.72590], [-4.82068, 1.66895, -2.63728], [-5.25999, 1.29930, -3.94414], [-6.45885, 1.56745, -4.40891], [-2.86860, -1.27756, -6.01305], [-0.60823, -2.00030, -5.21230], [0.19089, -0.99312, -3.13079], [-3.64088, 1.92411, 0.98493], [-5.86015, 2.97349, 0.32337], [-6.57519, 2.70069, -2.04665], [-1.86860, -0.10904, 1.14961], [-2.61168, -0.94921, 1.77356], [-2.78368, -2.38788, 1.32108], [-2.48514, -3.50145, 2.09099], [-2.71023, -4.80686, 1.58851], [-3.23678, -4.97840, 0.34239], [-3.44637, -3.87516, -0.48064], [-3.13340, -2.58258, -0.00217], [-3.26004, -0.44925, 3.03473], [-4.11599, -1.24947, 3.74370], [-4.67365, -0.77419, 4.92305], [-4.35734, 0.49715, 5.39559], [-3.52901, 1.31988, 4.65729], [-3.01773, 0.86420, 3.45795], [-2.09150, -3.37706, 3.08620], [-2.48909, -5.66424, 2.17145], [-3.56121, -5.94799, -0.00356], [-3.84666, -4.04842, -1.45322], [-3.40284, -1.76764, -0.66590], [-4.35720, -2.24995, 3.33146], [-5.28665, -1.43050, 5.49938], [-4.84705, 0.77897, 6.31927], [-3.26618, 2.28791, 5.00685], [-2.36729, 1.48817, 2.86518], [0.75214, -4.10068, 1.30815], [0.61834, -2.65836, -0.31986], [2.70779, -2.65266, -0.69812], [-0.08376, -3.87460, -1.92957], [1.27404, -4.92396, 0.80544], [-0.24477, -4.37755, 1.59516], [1.38355, -3.77745, 2.14238], [3.11317, -3.64504, -0.83267], [3.16862, -2.14535, 0.18220], [2.90292, -2.07297, -1.60909], [0.62575, -3.91449, -2.75530], [-1.00699, -3.46404, -2.32625], [-0.23059, -4.88364, -1.52448], [9.56437, -0.07081, 0.89473], [8.10411, -0.26692, 0.68737], [7.78804, -0.60395, -1.06880], [8.22187, -1.92307, -1.38751], [8.29918, 0.49823, -1.86692], [5.96966, -0.56078, -1.18610], [5.49508, 0.86646, -1.56317], [4.03330, 0.90843, -1.75469], [3.14949, 0.84255, -0.70056], [1.89451, 0.93413, -1.14946], [1.94625, 0.97252, -2.50895], [3.25525, 0.91868, -2.89049], [3.70516, 0.81819, -4.26453], [2.87565, 1.06002, -5.10583], [4.82843, 0.50526, -4.46454], [3.61577, 0.77791, 0.70084], [9.78284, 0.26836, 1.89057], [9.85772, 0.72120, 0.18324], [10.08801, -1.03119, 0.74827], [7.46607, 0.57999, 0.99616], [7.74518, -1.15087, 1.22636], [5.51665, -0.92461, -0.23152], [5.66648, -1.27275, -1.95108], [5.92372, 1.15236, -2.52568], [5.78553, 1.62220, -0.83767], [1.10189, 1.12365, -3.12044], [4.67081, 0.97979, 0.75262], [3.46536, -0.24469, 1.08898], [3.09538, 1.52333, 1.31251]]
}